No. 1
Formula: C30H49N7O11
Source: the Open Molecules 2025 dataset
Level of theory: ωB97M-V/def2-TZVPD

Computed properties:
**Orbital gap**: 3.8089 eV
**HOMO energy**: -0.3170 Ha
**Relative energy (zero: lowest compared OMol25 entry of this formula, charge and spin)**: 312.2 kJ/mol
**LUMO energy**: -4.82 eV

The geometry in XYZ format:
```
97
Properties=species:S:1:pos:R:3:mulliken_charge:R:1
C -0.200 0.637 -3.551 -2.03
C -0.345 2.211 -3.010 0.78
C -1.600 2.490 -2.225 -1.16
C -1.442 3.854 -1.499 -1.28
C -0.216 4.012 -0.623 -0.94
C 0.992 3.786 -1.366 1.79
N 0.941 2.473 -2.224 1.27
O 2.017 1.929 -2.727 -0.35
C 2.055 3.574 -0.371 -1.46
C 1.376 4.986 -2.232 -1.39
C -0.450 2.960 -4.362 -1.66
H -1.078 0.532 -4.027 0.66
H -0.149 0.087 -2.563 0.26
H 0.733 0.568 -3.987 0.71
H -1.856 1.697 -1.538 0.19
H -2.274 2.247 -2.910 0.85
H -2.484 4.094 -0.969 0.29
H -1.429 4.499 -2.260 0.57
H -0.199 3.302 0.282 0.22
H -0.282 4.934 0.126 0.51
H 2.262 2.603 -0.090 0.25
H 2.042 4.255 0.629 0.23
H 3.172 3.628 -0.808 0.25
H 2.429 4.868 -2.708 0.32
H 1.218 5.851 -1.434 0.36
H 0.666 5.373 -2.986 0.35
H -1.092 2.530 -4.966 0.65
H 0.549 2.678 -5.081 0.28
H -0.315 3.966 -4.379 0.39
N -0.021 -0.914 0.296 0.56
O 0.761 0.070 0.473 -0.42
O -1.261 -0.746 0.323 -0.52
O 0.503 -1.961 -0.221 -0.36
C 2.775 0.699 2.792 -0.32
C 4.241 0.861 3.054 -0.58
C 4.780 2.275 3.625 -0.27
C 3.731 3.339 4.032 0.13
C 2.245 3.103 3.777 -0.53
C 1.825 1.663 3.195 0.04
N 4.216 4.576 4.666 0.84
O 3.511 5.621 4.534 -0.55
O 5.362 4.625 4.913 -0.53
H 2.279 -0.134 2.301 0.48
H 4.994 0.017 2.872 0.34
H 5.968 2.349 3.827 0.28
H 1.515 3.762 4.120 0.58
H 0.759 1.365 3.009 0.00
C -4.533 -3.112 -2.628 -0.69
C -3.070 -2.923 -2.053 -0.62
C -2.158 -4.100 -1.962 -0.31
C -2.548 -5.498 -2.621 -0.11
C -4.103 -5.680 -3.002 -0.37
C -5.010 -4.381 -2.966 -0.39
N -1.677 -6.628 -2.708 0.95
O -2.182 -7.799 -2.644 -0.55
O -0.485 -6.259 -2.733 -0.53
H -5.108 -2.304 -2.704 0.56
H -2.852 -2.085 -1.512 0.66
H -1.183 -4.097 -1.519 0.65
H -4.644 -6.683 -3.193 0.33
H -6.036 -4.506 -3.193 0.39
C 0.354 -4.068 2.879 0.25
O 1.293 -4.566 3.629 -0.68
N -0.966 -4.252 3.179 0.12
C -1.917 -3.588 2.235 -1.08
C -1.569 -4.938 4.273 -1.07
H 0.659 -3.314 1.998 0.22
H -1.797 -2.520 2.189 0.19
H -2.914 -3.797 2.417 0.46
H -1.722 -4.175 1.330 0.41
H -0.933 -5.412 5.034 0.38
H -1.982 -5.832 4.016 0.45
H -2.389 -4.423 4.936 0.28
C 3.252 -3.321 -2.398 0.06
O 3.509 -4.252 -3.151 -0.63
N 3.778 -2.139 -2.561 0.03
C 3.311 -1.002 -1.745 -0.76
C 4.651 -1.897 -3.624 -1.10
H 2.539 -3.533 -1.568 0.42
H 3.892 0.015 -1.874 0.15
H 3.394 -1.398 -0.838 0.65
H 2.238 -0.837 -1.961 0.08
H 5.283 -1.172 -3.706 0.46
H 3.888 -1.649 -4.632 0.21
H 5.258 -2.743 -3.698 0.38
C -3.946 1.248 4.742 0.06
O -3.864 1.845 5.790 -0.57
N -3.350 1.587 3.558 0.22
C -3.359 0.874 2.302 -1.16
C -2.385 2.762 3.583 -0.92
H -4.685 0.425 4.764 0.35
H -4.502 0.696 2.231 0.42
H -2.999 -0.161 2.317 0.32
H -3.251 1.322 1.414 0.33
H -1.406 2.323 3.598 0.32
H -2.513 3.347 4.390 0.44
H -2.490 3.406 2.666 0.21
```

No. 2
Formula: C30H50BFNO16S2
Source: the Open Molecules 2025 dataset
Level of theory: ωB97M-V/def2-TZVPD

Computed properties:
**Orbital gap**: 7.2229 eV
**Charge**: -1
**HOMO energy**: -0.1986 Ha
**LUMO energy**: 1.82 eV

The geometry in XYZ format:
```
101
Properties=species:S:1:pos:R:3:mulliken_charge:R:1
C -3.900 0.978 -5.952 -1.07
C -3.483 0.804 -4.494 -0.40
S -2.679 -0.793 -4.176 -0.15
C -1.009 -0.206 -3.776 -1.24
C -0.073 -1.343 -3.383 -0.22
O 1.255 -0.933 -3.288 -0.84
B 1.471 -0.692 -1.829 1.14
C 2.960 -0.468 -1.291 -1.12
C 2.890 0.043 0.161 -0.32
C 2.544 1.543 0.249 -0.83
C 1.193 1.819 0.874 -0.47
O 1.247 1.646 2.319 -0.29
C 0.797 0.491 2.799 0.14
O 1.219 -0.015 3.805 -0.60
O 0.791 -1.950 -1.272 -0.72
C -0.377 -1.956 -1.941 0.55
N -1.396 -1.261 -1.200 -0.51
S -0.900 -3.759 -2.166 1.27
O -1.666 -3.887 -3.373 -0.60
O 0.126 -4.703 -1.873 -0.69
F -1.981 -3.946 -1.002 -0.33
H -4.602 1.812 -6.041 0.38
H -4.395 0.084 -6.329 0.28
H -3.039 1.202 -6.582 0.26
H -4.356 0.878 -3.844 0.38
H -2.791 1.593 -4.204 0.25
H -0.571 0.270 -4.654 0.61
H -1.059 0.527 -2.973 0.36
H -0.119 -2.118 -4.155 0.53
H 0.795 0.307 -1.534 -0.46
H 3.555 -1.390 -1.310 0.32
H 3.486 0.263 -1.916 0.28
H 3.805 -0.169 0.719 0.44
H 2.088 -0.522 0.653 0.02
H 2.524 1.985 -0.748 0.41
H 3.290 2.063 0.858 0.48
H 0.883 2.850 0.719 0.31
H 0.427 1.170 0.442 0.37
H -0.055 0.068 2.238 0.44
H -1.344 -1.578 -0.239 0.30
H -2.330 -1.399 -1.569 0.24
O 0.043 -2.850 -7.164 -0.55
C -0.636 -3.835 -7.182 0.43
O -1.540 -4.053 -8.178 -0.38
C -2.288 -5.249 -7.913 -0.45
C -1.411 -6.072 -6.976 -0.64
C -0.686 -4.979 -6.195 0.09
H -3.233 -4.966 -7.445 0.26
H -2.495 -5.735 -8.865 0.33
H -1.985 -6.756 -6.353 0.34
H -0.697 -6.660 -7.556 0.27
H -1.255 -4.657 -5.322 -0.09
H 0.317 -5.253 -5.880 0.45
O -2.383 3.785 0.136 -0.59
C -2.210 4.111 1.270 0.46
O -0.973 4.193 1.823 -0.26
C -1.060 4.507 3.220 -0.32
C -2.424 5.168 3.397 -0.51
C -3.249 4.468 2.321 -0.41
H -0.973 3.576 3.786 0.14
H -0.224 5.152 3.475 0.34
H -2.817 5.063 4.406 0.33
H -2.350 6.232 3.169 0.26
H -3.696 3.538 2.679 0.25
H -4.026 5.086 1.880 0.31
O 0.502 2.698 9.471 -0.61
C 1.062 2.261 8.502 0.59
O 0.534 1.280 7.750 -0.36
C 1.459 0.881 6.706 -0.23
C 2.386 2.078 6.533 -0.29
C 2.414 2.663 7.943 -0.48
H 1.992 -0.008 7.047 0.22
H 0.907 0.643 5.806 0.16
H 3.360 1.798 6.140 0.37
H 1.937 2.791 5.841 0.12
H 3.184 2.205 8.568 0.24
H 2.528 3.743 7.979 0.32
O 5.333 0.215 -9.552 -0.59
C 4.255 -0.306 -9.511 0.48
O 3.987 -1.361 -8.715 -0.35
C 2.649 -1.849 -8.951 -0.17
C 1.900 -0.672 -9.562 -0.45
C 3.014 0.051 -10.312 -0.38
H 2.720 -2.698 -9.637 0.21
H 2.221 -2.181 -8.011 0.15
H 1.064 -0.982 -10.184 0.34
H 1.511 -0.039 -8.764 0.24
H 3.150 -0.335 -11.325 0.23
H 2.899 1.131 -10.359 0.29
O -0.658 -1.058 14.888 -0.58
C -0.639 -0.450 13.858 0.45
O 0.511 -0.171 13.203 -0.37
C 0.246 0.657 12.052 -0.24
C -1.218 0.415 11.714 -0.44
C -1.811 0.140 13.093 -0.37
H 0.441 1.696 12.320 0.23
H 0.927 0.369 11.256 0.21
H -1.664 1.251 11.181 0.29
H -1.311 -0.474 11.088 0.27
H -2.117 1.056 13.603 0.24
H -2.644 -0.558 13.091 0.29
```

No. 3
Formula: C30H50BrFeN3P2S
Source: the Open Molecules 2025 dataset
Level of theory: ωB97M-V/def2-TZVPD

Computed properties:
**Orbital gap (alpha / beta)**: 6.9730 / 6.3735 eV
**Expectation value of S²**: 6.123
**Charge**: +2
**2S+1**: 5
**HOMO energy (alpha / beta)**: -0.4669 / -0.4884 Ha
**Relative energy (zero: lowest compared OMol25 entry of this formula, charge and spin)**: 139.5 kJ/mol
**LUMO energy (alpha / beta)**: -5.73 / -6.92 eV

The geometry in XYZ format:
```
88
Properties=species:S:1:pos:R:3:mulliken_charge:R:1
C -0.180 6.037 -1.514 -0.41
C -0.603 4.742 -1.888 0.67
C -0.992 4.515 -3.225 -0.44
C -0.880 5.563 -4.144 -0.37
N -0.462 6.773 -3.779 -0.55
C -0.116 7.021 -2.513 -0.40
C -0.569 3.642 -0.979 0.72
C -0.943 2.361 -0.773 -1.51
C -1.354 1.033 -0.874 1.36
C -0.399 0.135 -1.375 -1.01
C -0.424 -1.195 -0.967 -0.61
C -1.524 -1.727 -0.117 1.12
C -2.547 -0.731 0.284 -1.43
C -2.485 0.561 -0.145 -1.10
Fe 0.160 2.943 0.494 -0.13
P 2.707 -0.390 1.106 0.89
H -1.327 3.533 -3.547 0.39
H 0.115 6.273 -0.500 0.46
H -1.138 5.384 -5.190 0.36
H 0.229 8.026 -2.264 0.38
H -3.260 1.293 0.117 0.54
H 0.403 0.514 -2.017 0.64
H -3.338 -1.101 0.938 0.87
H 0.487 -1.791 -1.072 0.32
C 2.680 -1.866 2.229 -0.36
C 3.383 -3.141 1.775 -1.37
H 1.607 -2.077 2.367 -0.04
H 3.075 -1.537 3.205 0.46
H 3.294 -3.894 2.568 0.43
H 2.919 -3.558 0.874 0.23
H 4.453 -2.996 1.584 0.26
C 3.237 -1.068 -0.517 -0.67
C 3.339 0.016 -1.581 -1.30
H 2.482 -1.804 -0.825 0.29
H 4.181 -1.610 -0.388 0.63
H 3.512 -0.439 -2.563 0.41
H 2.406 0.585 -1.642 0.08
H 4.155 0.723 -1.398 0.35
C 4.283 0.436 1.622 -0.64
C 5.596 -0.321 1.432 -1.34
H 4.146 0.690 2.684 0.45
H 4.311 1.383 1.061 0.46
H 6.421 0.326 1.757 0.41
H 5.645 -1.230 2.042 0.23
H 5.791 -0.585 0.386 0.31
Br -1.030 -3.035 1.174 0.09
P -2.111 -2.288 -1.737 1.30
C -0.969 -3.565 -2.345 -0.73
C -1.528 -4.877 -2.883 -1.51
H -0.297 -3.800 -1.506 0.43
H -0.358 -3.073 -3.116 0.59
H -0.673 -5.507 -3.158 0.44
H -2.095 -5.432 -2.124 0.37
H -2.144 -4.752 -3.784 0.31
C -3.574 -3.249 -1.117 -0.57
C -4.573 -3.800 -2.129 -1.43
H -4.103 -2.597 -0.409 0.36
H -3.151 -4.064 -0.512 0.53
H -5.308 -4.406 -1.582 0.44
H -5.137 -3.008 -2.643 0.32
H -4.110 -4.468 -2.867 0.30
C -2.748 -1.244 -3.058 -0.45
C -2.891 -1.927 -4.420 -1.39
H -2.092 -0.369 -3.145 0.30
H -3.718 -0.863 -2.702 0.57
H -3.349 -1.221 -5.124 0.44
H -1.912 -2.209 -4.827 0.35
H -3.529 -2.819 -4.387 0.31
C 1.636 3.274 2.969 -0.91
N 0.834 2.318 3.721 0.36
C 1.215 2.066 5.110 -1.16
C -0.427 2.064 3.298 0.20
S -1.211 3.137 2.182 -0.42
N -1.070 0.973 3.758 0.22
C -0.311 -0.239 4.098 -0.89
C -2.448 0.723 3.377 -1.60
H 2.639 3.278 3.409 0.51
H 1.187 4.275 3.026 0.43
H 1.691 2.949 1.895 0.13
H 0.334 1.914 5.742 0.40
H 1.865 1.184 5.193 0.30
H 1.766 2.934 5.494 0.51
H -0.150 -0.294 5.183 0.33
H -0.897 -1.105 3.779 0.37
H 0.656 -0.268 3.581 0.08
H -3.044 1.631 3.489 0.49
H -2.515 0.379 2.334 0.70
H -2.826 -0.067 4.033 0.51
```

No. 4
Formula: C30H50BrMnN3OP2
Source: the Open Molecules 2025 dataset
Level of theory: ωB97M-V/def2-TZVPD

Computed properties:
**Orbital gap (alpha / beta)**: 7.0382 / 3.7895 eV
**Expectation value of S²**: 8.867
**Charge**: +2
**2S+1**: 6
**HOMO energy (alpha / beta)**: -0.4665 / -0.4662 Ha
**LUMO energy (alpha / beta)**: -5.65 / -8.90 eV

The geometry in XYZ format:
```
88
Properties=species:S:1:pos:R:3:mulliken_charge:R:1
C -1.035 4.706 -3.387 -0.49
C -1.250 3.676 -4.324 0.75
C -1.340 4.056 -5.666 -0.42
C -1.194 5.414 -6.030 -0.41
N -0.980 6.361 -5.120 -0.55
C -0.884 6.024 -3.836 -0.35
C -1.348 2.305 -3.795 0.21
C -1.387 1.753 -2.578 -0.27
C -1.269 1.644 -1.192 0.16
C -0.041 1.608 -0.494 -0.98
C 0.066 0.799 0.618 -1.15
C -1.043 0.109 1.128 0.49
C -2.314 0.393 0.596 -1.18
C -2.424 1.207 -0.509 -0.77
Mn -1.636 0.461 -3.841 -0.48
P 3.006 -0.911 0.838 0.71
H -1.587 3.335 -6.427 0.42
H -1.030 4.517 -2.316 0.33
H -1.308 5.740 -7.057 0.39
H -0.732 6.830 -3.130 0.38
H -3.401 1.421 -0.927 0.80
H 0.850 2.123 -0.861 0.87
H -3.179 -0.136 0.988 0.67
H 1.038 0.609 1.070 1.46
C 3.174 -2.517 1.701 -0.43
C 3.762 -3.702 0.929 -1.29
H 2.147 -2.756 2.030 0.35
H 3.756 -2.316 2.614 0.55
H 3.920 -4.528 1.639 0.39
H 3.069 -4.061 0.151 0.31
H 4.740 -3.471 0.480 0.30
C 2.827 -1.369 -0.945 0.29
C 3.011 -0.190 -1.893 -1.19
H 1.797 -1.746 -1.046 -0.42
H 3.532 -2.197 -1.138 0.73
H 2.848 -0.534 -2.916 0.44
H 2.290 0.623 -1.727 0.08
H 4.027 0.213 -1.833 0.39
C 4.701 -0.169 0.902 -0.84
C 5.878 -1.100 0.620 -1.26
H 4.787 0.262 1.917 0.43
H 4.700 0.675 0.194 0.56
H 6.798 -0.501 0.663 0.44
H 5.954 -1.894 1.376 0.31
H 5.830 -1.550 -0.385 0.29
Br -0.832 -1.374 2.113 0.00
P -2.586 -1.613 -3.057 -0.07
C -0.836 -1.777 -2.466 -0.04
C -0.448 -3.260 -2.202 -1.34
H -0.753 -1.170 -1.542 -0.18
H -0.200 -1.366 -3.289 0.69
H 0.647 -3.319 -2.079 0.45
H -0.921 -3.642 -1.282 0.32
H -0.744 -3.923 -3.035 0.42
C -3.421 -2.212 -1.454 -0.16
C -4.292 -3.497 -1.523 -1.38
H -4.051 -1.354 -1.176 0.51
H -2.640 -2.335 -0.677 0.06
H -4.692 -3.716 -0.514 0.41
H -5.161 -3.344 -2.184 0.33
H -3.734 -4.397 -1.847 0.33
C -3.652 -0.207 -3.718 -0.59
C -3.435 0.068 -5.240 -0.57
H -3.568 0.732 -3.099 0.27
H -4.617 -0.790 -3.527 0.42
H -2.389 0.474 -5.473 0.19
H -3.540 -0.942 -5.712 0.41
H -4.139 0.837 -5.604 0.42
C 2.452 0.941 4.828 -0.71
N 1.244 0.607 5.532 0.20
C 1.330 0.477 6.972 -1.06
C 0.091 0.871 4.828 0.40
O 0.156 1.343 3.688 -0.66
N -1.138 0.628 5.430 0.18
C -1.363 -0.429 6.409 -1.13
C -2.280 0.984 4.626 -1.02
H 3.299 0.665 5.461 0.44
H 2.510 2.011 4.578 0.32
H 2.503 0.381 3.885 -0.03
H 0.615 1.140 7.482 0.34
H 1.123 -0.559 7.263 0.30
H 2.360 0.722 7.260 0.42
H -1.199 -0.053 7.435 0.30
H -2.418 -0.748 6.318 0.41
H -0.699 -1.297 6.237 0.36
H -2.164 2.012 4.282 0.29
H -2.369 0.335 3.743 0.28
H -3.176 0.881 5.246 0.48
```

What electronic energy values result from the calculations? In sequence: -64828.1196, -91240.3353, -170214.8786, -158357.9951 eV.